A molecular structure, C38H59CrN2O7. Source: OMol25; level of theory: the ωB97M-V functional and the def2-TZVPD basis.

Results
Energy in a.u.: -3164.009357
HOMO-LUMO gap (alpha / beta) in eV: 7.89 / 8.13
Highest occupied orbital energy (alpha / beta) in hartree: -0.283 / -0.283
Charge: 0
2S+1: 2
LUMO energy (alpha / beta) in eV: 0.19 / 0.44
Expectation value of S²: 0.7589
Relative energy (zero: lowest compared OMol25 entry of this formula, charge and spin) in kcal/mol: 63.0

Structure (XYZ):
```
107
Properties=species:S:1:pos:R:3:mulliken_spin:R:1
Cr 0.11 -0.12 0.13 1.10
O -1.43 -0.35 -1.36 -0.02
O 0.54 -1.91 -0.39 -0.02
O 1.44 -1.02 -3.48 0.00
O 1.11 0.66 -1.55 -0.02
O -3.74 0.69 0.37 0.00
O -3.85 1.77 -1.59 0.00
O -0.26 1.58 0.72 -0.04
N 1.85 -0.24 1.22 -0.03
N -0.75 -1.08 1.91 -0.01
C -0.64 -0.40 -2.58 0.00
C 1.54 4.71 0.17 0.00
C 2.04 0.96 2.07 0.00
C 2.96 -0.35 0.26 0.01
C 1.10 -4.80 -2.65 0.00
C 0.42 -3.60 -4.76 0.00
C -3.52 0.73 -0.81 0.00
C -2.83 -0.38 -1.59 0.00
C 0.40 -1.47 2.78 0.01
C 2.80 -1.34 -0.86 -0.03
C 6.35 -1.93 -3.17 0.00
C 2.76 4.45 0.77 0.00
C 1.57 -2.36 -2.86 0.01
C -0.82 4.15 -0.61 0.00
C -0.85 5.61 -1.08 0.00
C -0.91 -3.41 -2.67 0.00
C 0.68 2.54 0.70 0.01
C 0.84 -0.48 -2.22 0.00
C 1.42 -1.65 -1.46 0.04
C 3.91 5.45 0.79 0.00
C -2.02 3.96 0.34 0.00
C 0.48 3.80 0.11 -0.01
C -1.64 -0.18 2.67 0.01
C -0.97 3.26 -1.84 0.00
C 5.42 -3.14 -2.98 0.00
C 2.93 -2.86 -3.26 0.00
C 0.53 -3.49 -3.24 0.00
C 5.13 4.84 0.09 0.00
C 4.27 5.78 2.25 0.00
C 4.03 -2.65 -2.56 0.00
C 3.93 -1.87 -1.33 0.00
C 5.98 -4.05 -1.88 0.00
C 5.38 -3.92 -4.29 0.00
C 2.92 3.20 1.36 0.00
C 3.56 6.76 0.09 0.00
C -1.52 -2.28 1.52 -0.01
C 1.90 2.27 1.34 0.00
C 1.74 -1.44 2.07 -0.01
H 5.34 -4.92 -1.74 0.00
H 6.45 -1.34 -2.25 0.00
H -1.00 -1.21 -3.20 0.00
H 5.96 -1.27 -3.95 0.00
H -1.59 -2.90 -3.35 0.00
H 0.23 -2.47 3.19 0.00
H 2.71 7.26 0.56 0.00
H -2.35 -1.97 0.89 0.00
H -1.81 5.81 -1.56 0.00
H 4.75 -4.81 -4.21 0.00
H 0.42 -5.62 -2.88 0.00
H 1.39 5.67 -0.29 0.00
H -1.90 3.49 -2.37 0.00
H -0.88 -2.96 0.98 0.00
H 3.88 -0.58 0.82 0.00
H 2.97 -3.40 -4.19 0.00
H -1.91 4.59 1.23 0.00
H 3.42 6.22 2.77 0.00
H -2.94 4.26 -0.17 0.00
H -2.50 0.08 2.06 0.00
H -0.97 2.21 -1.57 0.00
H 6.39 -4.25 -4.55 0.00
H 0.41 -0.79 3.63 0.00
H -2.11 2.92 0.66 0.00
H -3.24 -1.33 -1.24 0.00
H 7.34 -2.27 -3.46 0.00
H -0.32 -4.36 -5.02 0.00
H -0.95 -2.94 -1.69 0.00
H 5.97 5.55 0.11 0.00
H -0.75 0.55 -3.11 0.00
H -0.75 6.31 -0.25 0.00
H 5.10 6.49 2.28 0.00
H 3.03 0.90 2.54 0.00
H 4.90 4.60 -0.95 0.00
H -1.93 -2.77 2.42 0.00
H 3.31 6.59 -0.97 0.00
H -4.21 2.46 -1.01 0.00
H 4.85 -1.65 -0.80 0.00
H 6.98 -4.40 -2.16 0.00
H 4.58 4.89 2.80 0.00
H 0.10 -2.65 -5.18 0.00
H 3.07 0.64 -0.19 0.00
H 2.55 -1.44 2.81 0.00
H -1.11 0.73 2.92 0.00
H -0.13 3.41 -2.52 0.00
H -1.98 -0.68 3.59 0.00
H -1.29 -4.43 -2.58 0.00
H 3.84 2.94 1.86 0.00
H 2.08 -5.06 -3.04 0.00
H 4.41 7.44 0.13 0.00
H 1.86 -2.31 1.42 0.00
H 5.46 3.93 0.58 0.00
H -3.03 -0.26 -2.65 0.00
H 1.29 0.92 2.86 0.00
H 6.06 -3.53 -0.92 0.00
H 1.36 -3.88 -5.24 0.00
H -0.07 5.82 -1.81 0.00
H 5.00 -3.31 -5.11 0.00
H 1.18 -4.72 -1.56 0.00
```


3 unconnected molecules or ions with the total composition C38H60BrF9N2O8S2. Source: OMol25; level of theory: the ωB97M-V functional and the def2-TZVPD basis.

Results
Energy in a.u.: -6463.942239
SMILES: CC[C@@H](Br)c1cc(CCCCC(F)(F)C(F)(F)S(F)(F)(F)(F)F)cc2c1Nc1cccc(OCCNC[C@@H](C)O)c1S2.COCCOCCOC.COCCOCCOC
HOMO-LUMO gap in eV: 6.42
Highest occupied orbital energy in hartree: -0.285
Charge: 0
LUMO energy in eV: -1.33

Structure (XYZ):
```
120
Properties=species:S:1:pos:R:3:lowdin_charge:R:1
Br 1.06 -3.66 -1.04 0.68
S -0.78 2.00 0.81 0.89
S 4.86 8.55 1.31 1.00
F 7.47 8.07 1.53 0.05
F 5.57 9.51 0.16 -0.15
F 7.83 5.93 0.14 0.03
F 6.39 7.09 -1.18 0.06
F 3.95 7.69 0.22 -0.17
F 5.64 9.41 2.54 -0.18
F 3.62 9.67 1.38 -0.16
F 4.06 7.69 2.54 -0.19
F 6.14 6.55 2.56 0.06
O -2.82 2.13 -7.23 -0.20
O 3.18 -9.78 6.60 -0.13
O -2.76 3.10 -1.43 -0.13
O -4.95 -0.11 -7.04 -0.14
O -7.01 4.86 3.25 -0.11
O -3.96 0.42 -9.93 -0.21
O 1.27 -7.45 7.32 -0.21
O 3.21 -7.48 4.52 -0.21
N -0.61 -1.10 0.67 0.03
N -5.34 4.09 0.33 -0.08
C -3.52 -0.17 -6.94 -0.17
C 0.72 -0.47 0.70 -0.15
C 4.96 1.65 0.77 -0.18
C -3.64 -0.44 -11.01 -0.11
C 0.53 -4.63 1.91 -0.17
C -2.68 1.67 -1.49 -0.20
C 5.09 2.98 1.67 -0.18
C -2.92 1.07 -6.28 -0.20
C 6.25 3.89 0.98 -0.19
C -3.18 -0.76 -2.47 -0.05
C -5.45 0.76 -8.06 -0.17
C 6.26 7.32 1.36 -0.30
C 2.42 -9.59 5.41 -0.17
C -3.42 0.78 -2.54 -0.01
C 3.50 0.99 0.77 -0.16
C -6.55 3.65 2.58 -0.37
C -4.07 3.56 -1.85 -0.18
C 5.58 5.03 0.08 -0.07
C 4.25 -6.85 3.80 -0.11
C -4.99 3.42 3.02 -0.08
C -2.25 -1.42 -1.39 -0.03
C -1.75 1.00 -0.45 -0.31
C -1.50 -0.55 -0.36 -0.18
C -2.64 3.38 -6.60 -0.11
C 2.16 -8.17 8.17 -0.20
C 0.85 1.10 0.79 -0.38
C 3.40 -8.61 7.39 -0.17
C 2.08 -2.91 0.49 -0.64
C 6.46 6.40 0.07 -0.30
C 1.71 -3.54 1.94 -0.26
C 3.37 -0.54 0.66 0.02
C 2.20 1.85 0.83 -0.02
C 2.00 -1.32 0.63 -0.15
C -6.66 3.76 0.97 -0.18
C -5.29 0.20 -9.46 -0.20
C -0.03 -7.37 7.86 -0.11
C -5.26 3.13 -0.85 -0.20
C 3.20 -8.89 4.31 -0.20
H -2.62 -0.21 -11.33 0.09
H 0.24 -4.81 3.02 0.09
H 5.42 2.63 2.73 0.12
H 0.95 -5.62 1.54 0.07
H -5.52 -0.87 -9.46 0.13
H -4.29 3.31 -2.95 0.11
H -0.42 -4.28 1.39 0.05
H -5.98 0.71 -10.15 0.13
H -6.24 3.17 -1.45 0.12
H -6.50 4.96 4.09 0.09
H -4.32 -0.27 -11.86 0.09
H -0.01 -6.85 8.83 0.09
H -4.62 2.57 2.34 0.08
H 1.47 -9.09 5.63 0.12
H -4.47 4.42 2.81 0.09
H -4.93 3.13 4.13 0.08
H -2.13 -2.57 -1.42 0.08
H 6.92 3.23 0.30 0.12
H -7.45 4.57 0.73 0.13
H -3.32 -1.03 -6.29 0.12
H -3.67 -1.48 -10.70 0.09
H 3.81 -7.80 6.79 0.12
H 2.18 2.99 0.91 0.09
H 1.44 -2.67 2.64 0.12
H -0.46 -8.37 7.98 0.09
H 4.50 5.21 0.41 0.12
H 5.23 -7.21 4.14 0.09
H -4.03 4.72 -1.82 0.14
H -3.72 -1.39 -3.27 0.09
H -0.56 -2.13 0.65 0.07
H -7.09 2.78 0.53 0.12
H -5.44 5.02 -0.10 0.10
H 2.17 -10.60 5.07 0.13
H -4.08 1.26 -3.33 0.08
H -5.03 1.77 -7.97 0.12
H -7.19 2.77 2.98 0.14
H 4.13 -7.01 2.73 0.09
H 4.22 -9.28 4.28 0.13
H -0.65 -6.81 7.17 0.09
H 4.17 -8.89 8.12 0.13
H 4.19 -5.77 4.00 0.08
H -3.06 -0.39 -7.90 0.12
H -6.53 0.85 -7.85 0.13
H 4.11 3.54 1.77 0.09
H -1.72 3.39 -6.00 0.09
H 2.46 -7.50 8.98 0.13
H 3.19 -3.18 0.31 0.09
H 2.71 -9.08 3.34 0.12
H -3.54 1.37 -5.44 0.10
H 1.66 -9.05 8.58 0.13
H 2.68 -3.99 2.39 0.11
H -3.50 3.62 -5.96 0.08
H 6.91 4.27 1.83 0.11
H -5.13 2.09 -0.39 0.13
H -1.91 0.84 -5.93 0.13
H 5.69 0.83 1.08 0.12
H 4.33 -1.16 0.58 0.10
H 5.16 1.98 -0.32 0.12
H 5.53 4.65 -1.01 0.14
H -2.56 4.15 -7.37 0.09
```